Entry 1:
24
Properties=species:S:1:pos:R:3:mulliken_charge:R:1 method="wB97M-V/def2-TZVPD" e_lumo_ev=-1.505 homo_energy_ev=-10.91 molar_mass_da=363.93 smiles="O=C1OC(=O)C(C(F)(F)F)=C1CCO.ClC(Cl)(Cl)Cl" multiplicity=1 orbital_gap_ev=9.408 total_charge=0
O -0.929 -4.366 -1.055 -0.509
C -0.239 -3.427 -0.826 0.228
O 1.127 -3.467 -0.852 -0.317
C 1.621 -2.212 -0.505 -0.025
O 2.780 -2.000 -0.436 -0.461
C 0.435 -1.323 -0.261 0.160
C 0.567 0.110 0.182 1.034
F 1.832 0.456 0.360 -0.294
F 0.049 0.948 -0.707 -0.253
F -0.057 0.295 1.348 -0.261
C -0.681 -2.031 -0.459 0.653
C -2.151 -1.774 -0.371 -0.601
C -2.677 -0.395 -0.769 -0.638
O -2.722 0.565 0.276 -0.505
H -2.614 -2.509 -1.040 0.394
H -2.497 -2.055 0.633 0.360
H -2.094 0.011 -1.602 0.316
H -3.701 -0.534 -1.136 0.355
H -2.463 0.153 1.106 0.336
C 2.885 4.667 1.207 0.357
Cl 2.615 2.988 0.749 -0.009
Cl 3.995 4.736 2.581 -0.106
Cl 3.584 5.552 -0.153 -0.105
Cl 1.346 5.408 1.659 -0.109

***

Entry 2:
16
Properties=species:S:1:pos:R:3:mulliken_charge:R:1 method="wB97M-V/def2-TZVPD" e_lumo_ev=-0.785 homo_energy_ev=-9.92 e_above_lowest_kcal_mol=25.6 molar_mass_da=152.12 smiles="O=CC(=O)c1ccc(F)cc1" multiplicity=1 orbital_gap_ev=9.130 total_charge=0
C -2.273 -0.164 -0.056 0.320
C -1.834 1.071 -0.159 -0.039
C -0.482 1.368 -0.163 -0.504
C 0.350 0.265 -0.064 0.749
C -0.029 -1.059 -0.025 -0.666
C -1.385 -1.265 -0.049 -0.482
C 1.878 0.563 -0.070 0.587
C 2.848 -0.596 0.153 0.021
H -2.692 2.017 -0.223 0.180
H -0.010 2.497 -0.051 0.245
H 0.624 -1.850 0.065 0.444
H -2.131 -2.317 0.220 0.159
H 3.639 -0.300 1.104 0.221
O 2.291 1.752 -0.129 -0.568
O 2.849 -1.588 -0.454 -0.367
F -3.643 -0.394 -0.098 -0.300

***

Entry 3:
19
Properties=species:S:1:pos:R:3:mulliken_charge:R:1 method="wB97M-V/def2-TZVPD" e_lumo_ev=2.631 homo_energy_ev=-4.42 e_above_lowest_kcal_mol=86.3 molar_mass_da=306.03 multiplicity=1 orbital_gap_ev=7.051 total_charge=-1
C 2.685 -0.276 0.805 -0.273
C 2.410 0.818 0.005 -0.555
C 1.751 -0.800 1.727 -0.444
C 1.080 1.199 -0.136 -0.626
C 0.500 -0.200 1.832 -0.252
C 0.178 0.631 0.762 0.180
C -1.935 0.410 -2.298 0.680
C -2.699 0.075 -1.052 -0.365
N -2.730 -1.177 -0.565 0.907
O -2.199 -0.247 -3.291 -0.640
O -1.177 1.415 -2.083 -0.718
O -3.122 -2.180 -1.193 -0.627
O -2.378 -1.290 0.643 -0.677
I -1.859 1.319 0.474 0.403
H 3.750 -0.582 0.734 0.257
H 3.309 1.127 -0.460 0.376
H 1.954 -1.558 2.364 0.465
H 0.785 1.810 -0.860 0.647
H -0.303 -0.495 2.591 0.261

***

Entry 4:
21
Properties=species:S:1:pos:R:3:mulliken_charge:R:1 method="wB97M-V/def2-TZVPD" e_lumo_ev="-12.135 / -17.193" homo_energy_ev="-19.22 / -24.17" e_above_lowest_kcal_mol=0.0 molar_mass_da=401.35 multiplicity=6 orbital_gap_ev="7.080 / 6.980" s_squared=8.78 total_charge=+3
O -1.141 -3.365 -0.491 -0.141
C -0.927 -2.297 -0.914 0.095
Ir 0.634 -0.145 -1.248 1.379
O 2.392 -1.980 0.618 -0.153
C 1.654 -1.410 -0.060 0.121
C 2.066 1.186 -0.861 0.213
O 2.773 2.080 -0.629 -0.135
C -0.311 1.453 -2.007 0.104
O -1.091 2.180 -2.447 -0.130
C 1.456 -0.950 -2.818 0.405
O 1.931 -1.563 -3.669 -0.098
H -0.751 -2.060 -2.069 0.209
N -1.266 1.616 2.176 0.086
C -1.269 0.333 2.696 -0.387
C -0.704 -0.487 1.738 0.048
N -0.366 0.336 0.662 -0.004
C -0.708 1.575 0.954 -0.134
H -1.605 2.476 2.595 0.274
H -1.659 0.119 3.668 0.433
H -0.534 -1.556 1.777 0.450
H -0.573 2.458 0.328 0.364

***

Entry 5:
18
Properties=species:S:1:pos:R:3:mulliken_charge:R:1 method="wB97M-V/def2-TZVPD" e_lumo_ev=2.716 homo_energy_ev=-3.60 e_above_lowest_kcal_mol=157.5 molar_mass_da=193.21 smiles="[O-][N+]([O-])=C=C1C=Cc2scnc2C1" multiplicity=1 orbital_gap_ev=6.315 total_charge=-1
C -2.448 -1.495 1.533 -0.092
C -1.037 0.058 0.719 -0.192
C -1.225 -0.666 -0.363 0.879
C -0.862 -0.220 -1.634 -0.478
C 0.261 0.586 -1.587 -0.607
C 2.186 0.251 -0.250 -0.179
C 1.009 0.826 -0.259 0.043
C -0.213 1.396 0.570 -0.519
N -1.677 -0.405 1.827 -0.731
N 3.289 -0.160 0.123 0.767
O 3.432 -1.195 0.754 -0.708
O 4.375 0.357 -0.223 -0.726
S -2.178 -2.091 0.024 -0.188
H -3.089 -2.008 2.247 0.415
H -1.420 -0.309 -2.548 0.402
H 0.398 1.034 -2.558 0.342
H -0.863 2.062 0.071 0.317
H 0.065 1.977 1.554 0.255

***

Entry 6:
18
Properties=species:S:1:pos:R:3:mulliken_charge:R:1 method="wB97M-V/def2-TZVPD" e_lumo_ev=-2.075 homo_energy_ev=-9.70 e_above_lowest_kcal_mol=4.7 molar_mass_da=175.15 smiles="O=c1nccc2cncc-2c(=O)[nH]1" multiplicity=1 orbital_gap_ev=7.623 total_charge=0
C 0.904 1.225 -1.060 -0.310
C -0.810 2.358 0.302 -0.723
C 1.314 -0.063 -1.634 -0.103
C -1.864 0.685 0.996 -0.933
C 0.011 1.196 -0.054 0.525
C -0.826 -1.374 0.602 0.237
C 1.642 -1.693 0.196 0.411
C -0.815 0.043 0.414 0.942
N -1.950 2.008 0.803 -0.538
N 0.435 -1.978 0.864 -0.100
N 1.373 -1.095 -0.910 -0.266
O -1.832 -2.023 0.563 -0.544
O 2.718 -2.077 0.628 -0.629
H 1.088 2.215 -1.664 0.258
H -0.659 3.259 -0.118 0.525
H 1.403 -0.126 -2.693 0.452
H -2.743 0.292 1.388 0.531
H 0.610 -2.853 1.377 0.267